The following is a DFT calculation (ωB97M-V/def2-TZVPD) of a molecular structure, C18H46O15S4V in a non-equilibrium geometry.

M: 681.8 g mol⁻¹
expectation value of S²: 2.0303
energy above the lowest of the compared OMol25 structures with the same formula, charge and spin: 0.0 kJ/mol
DFT total energy: -4378.34133 a.u.
multiplicity: 3
HOMO-LUMO gap (spin up / spin down): 7.629 / 4.913 eV
max |F|: 4.34 eV Å⁻¹
HOMO level (spin up / spin down): -10.74 / -10.71 eV
net charge: +1

Atoms and positions in Å:
O: 0.603 0.790 -1.830
V: 0.098 -0.086 -0.636
C: 2.001 -4.331 -0.848
C: 1.760 -3.125 -1.726
C: 0.758 -3.356 -2.783
O: 1.327 -1.972 -0.990
H: 2.918 -4.171 -0.281
H: 2.222 -5.080 -1.609
H: 1.106 -4.571 -0.274
H: 2.722 -2.941 -2.205
H: -0.297 -3.382 -2.513
H: 0.917 -4.297 -3.310
H: 0.834 -2.592 -3.556
C: -4.215 0.783 -1.561
C: -3.188 -0.212 -2.047
C: -3.016 -0.132 -3.602
O: -1.932 -0.307 -1.399
H: -4.290 0.547 -0.499
H: -5.152 0.554 -2.069
H: -3.800 1.789 -1.624
H: -3.704 -1.164 -1.918
H: -2.903 0.876 -4.001
H: -4.002 -0.456 -3.935
H: -2.210 -0.771 -3.962
O: 1.532 1.711 -7.110
S: 0.971 0.814 -6.106
O: 0.741 1.189 -4.740
O: -0.559 0.308 -6.642
C: -1.132 0.880 -7.794
C: -0.657 0.082 -8.967
C: 1.774 -0.939 -6.260
H: -0.854 1.906 -8.034
H: -2.214 0.871 -7.663
H: -0.955 -0.944 -8.751
H: 0.430 0.159 -8.946
H: -1.189 0.380 -9.871
H: 1.495 -1.302 -7.249
H: 1.335 -1.595 -5.509
H: 2.861 -0.889 -6.324
O: -0.735 1.511 0.838
S: -1.861 1.768 1.813
O: -2.745 0.711 2.269
O: -1.218 2.431 3.185
C: -2.043 2.872 4.304
C: -1.160 3.329 5.533
C: -2.939 3.147 1.166
H: -2.686 2.036 4.580
H: -2.793 3.591 3.974
H: -0.619 2.509 6.005
H: -1.699 3.962 6.238
H: -0.345 3.949 5.160
H: -3.508 2.775 0.314
H: -2.384 4.013 0.806
H: -3.624 3.402 1.975
O: 3.922 1.832 1.357
S: 2.696 1.210 1.836
O: 1.730 0.653 0.860
O: 3.036 -0.036 2.920
C: 4.235 0.079 3.692
C: 3.948 0.414 5.103
C: 1.847 2.426 2.884
H: 4.954 0.741 3.210
H: 4.826 -0.834 3.760
H: 3.263 -0.248 5.631
H: 3.525 1.408 5.251
H: 4.862 0.504 5.691
H: 1.464 3.248 2.278
H: 2.607 2.757 3.591
H: 1.033 1.900 3.383
O: -1.325 -2.582 3.146
S: -0.235 -1.752 2.545
O: -0.396 -1.062 1.283
O: 0.161 -0.529 3.720
C: 0.247 -0.877 5.070
C: -1.120 -0.745 5.760
C: 1.303 -2.700 2.403
H: 0.910 -0.181 5.583
H: 0.593 -1.896 5.245
H: -1.120 -0.968 6.827
H: -1.878 -1.364 5.278
H: -1.578 0.235 5.630
H: 1.023 -3.429 1.642
H: 1.552 -3.130 3.374
H: 2.140 -2.105 2.036

The following is a DFT calculation (ωB97M-V/def2-TZVPD) of a molecular structure, C40H51CoN4O3.

M: 694.8 g mol⁻¹
expectation value of S²: 0.7582
DFT total energy: -3382.54789 a.u.
multiplicity: 2
HOMO-LUMO gap (spin up / spin down): 5.843 / 5.889 eV
max |F|: 0.33 eV Å⁻¹
HOMO level (spin up / spin down): -3.91 / -3.93 eV
net charge: -1

Atoms and positions in Å:
Co: 0.500 0.463 0.007
C: 2.819 0.010 5.875
C: 1.557 -0.694 5.371
C: 0.944 -0.002 4.195
C: -0.028 0.942 4.191
C: -0.809 1.478 5.349
C: -2.194 0.835 5.461
C: -0.242 1.298 2.803
N: 0.576 0.582 1.987
C: 1.321 -0.203 2.810
C: 2.338 -1.042 2.406
C: 2.725 -1.255 1.099
C: 3.761 -2.190 0.704
C: 4.652 -2.943 1.639
C: 5.784 -2.078 2.198
C: 3.756 -2.210 -0.650
C: 2.709 -1.296 -1.062
C: 2.296 -1.135 -2.371
C: 1.255 -0.331 -2.782
N: 0.509 0.469 -1.973
C: -0.324 1.154 -2.799
C: -1.201 2.144 -2.408
C: -1.409 2.548 -1.105
N: -0.826 1.976 -0.010
C: -1.387 2.595 1.071
C: -1.138 2.263 2.386
C: -2.339 3.597 0.648
C: -2.352 3.567 -0.709
C: -3.152 4.414 -1.647
C: -2.317 5.514 -2.308
C: -3.186 4.420 1.567
C: -4.464 3.685 1.980
C: -0.134 0.748 -4.178
C: 0.856 -0.176 -4.168
C: 1.408 -0.958 -5.318
C: 0.799 -2.360 -5.409
C: -0.874 1.303 -5.354
C: -0.265 2.610 -5.866
N: 2.130 -0.704 0.011
C: 4.575 -3.063 -1.568
C: 3.876 -4.381 -1.907
H: 3.242 -0.501 6.743
H: 2.597 1.041 6.158
H: 3.580 0.044 5.093
H: 0.823 -0.755 6.178
H: 1.795 -1.727 5.105
H: -0.914 2.563 5.258
H: -0.250 1.307 6.273
H: -2.773 1.000 4.551
H: -2.756 1.241 6.305
H: -2.105 -0.245 5.592
H: 2.861 -1.595 3.176
H: 5.074 -3.808 1.120
H: 4.062 -3.350 2.465
H: 6.410 -1.696 1.390
H: 6.417 -2.644 2.885
H: 5.382 -1.217 2.734
H: 2.821 -1.699 -3.131
H: -1.784 2.630 -3.179
H: -1.695 2.793 3.149
H: -3.984 4.866 -1.103
H: -3.604 3.782 -2.418
H: -1.892 6.177 -1.553
H: -2.920 6.115 -2.992
H: -1.486 5.085 -2.870
H: -3.445 5.363 1.079
H: -2.614 4.690 2.458
H: -5.073 3.453 1.105
H: -5.064 4.283 2.671
H: -4.223 2.737 2.464
H: 2.495 -1.038 -5.226
H: 1.224 -0.416 -6.249
H: 0.989 -2.923 -4.494
H: 1.212 -2.919 -6.252
H: -0.283 -2.299 -5.530
H: -1.921 1.465 -5.086
H: -0.882 0.563 -6.158
H: -0.248 3.364 -5.077
H: -0.830 3.011 -6.711
H: 0.766 2.453 -6.188
H: 5.545 -3.268 -1.106
H: 4.792 -2.515 -2.489
H: 3.695 -4.963 -1.002
H: 4.473 -4.986 -2.594
H: 2.904 -4.194 -2.366
C: -3.922 -2.272 -0.322
C: -2.901 -1.292 0.233
C: -3.394 -0.663 1.536
O: -2.761 -0.292 -0.770
C: -1.564 -2.024 0.550
O: -1.683 -3.089 1.176
O: -0.480 -1.478 0.202
H: -4.874 -1.759 -0.484
H: -4.055 -3.104 0.367
H: -3.571 -2.662 -1.279
H: -4.353 -0.163 1.372
H: -2.670 0.079 1.889
H: -3.498 -1.428 2.305
H: -2.121 0.358 -0.454

The following is a DFT calculation (ωB97M-V/def2-TZVPD) of 3 unconnected molecules or ions with the total composition C7H14Cl2O6 in a non-equilibrium geometry.

M: 265.1 g mol⁻¹
energy above the lowest of the compared OMol25 structures with the same formula, charge and spin: 0.0 kJ/mol
DFT total energy: -1646.93979 a.u.
HOMO-LUMO gap: 11.567 eV
max |F|: 1.90 eV Å⁻¹
HOMO level: -10.88 eV

Atoms and positions in Å:
C: 3.221 -3.838 -2.825
O: 1.987 -3.441 -2.251
C: 1.949 -3.100 -0.983
O: 2.909 -3.066 -0.252
O: 0.715 -2.785 -0.641
C: 0.564 -2.109 0.585
H: 3.829 -4.357 -2.086
H: 3.788 -2.976 -3.171
H: 3.000 -4.508 -3.649
H: 1.189 -1.214 0.619
H: 0.865 -2.626 1.500
H: -0.481 -1.838 0.697
C: -3.947 4.694 2.694
O: -3.212 3.924 1.736
C: -2.357 3.043 2.231
O: -1.967 2.923 3.357
O: -1.993 2.238 1.218
C: -1.005 1.282 1.532
H: -4.375 4.049 3.461
H: -4.683 5.186 2.062
H: -3.373 5.451 3.230
H: -0.737 0.632 0.706
H: -1.328 0.687 2.392
H: -0.085 1.738 1.911
C: 1.057 -0.060 -2.979
Cl: 2.791 0.149 -2.537
Cl: 0.089 0.429 -1.545
H: 0.731 0.589 -3.783
H: 0.859 -1.096 -3.228

The following is a DFT calculation (ωB97M-V/def2-TZVPD) of C19H27N3O in the gas phase in a non-equilibrium geometry.

M: 313.4 g mol⁻¹
energy above the lowest of the compared OMol25 structures with the same formula, charge and spin: 96.7 kJ/mol
DFT total energy: -979.71728 a.u.
HOMO-LUMO gap: 8.544 eV
max |F|: 2.31 eV Å⁻¹
HOMO level: -7.84 eV

Atoms and positions in Å:
O: -1.521 1.377 -2.088
N: 2.744 1.548 2.473
C: -0.370 0.928 -2.048
C: 1.994 1.139 1.464
C: 0.627 2.365 2.635
C: 1.654 0.437 -0.797
C: 0.635 1.552 1.557
C: 0.322 0.809 -0.793
N: 1.897 2.338 3.185
N: 2.449 0.456 0.335
C: -0.494 3.112 3.184
C: 0.807 -1.788 -2.909
C: 2.260 -0.506 -4.495
C: 0.336 0.645 -3.364
C: 2.383 0.040 -2.052
C: -0.354 1.038 0.552
C: -2.397 -2.670 1.799
C: -3.105 -1.783 0.773
C: -1.762 -1.792 2.904
C: -2.135 -0.749 0.136
C: -1.461 -0.331 2.474
C: -0.926 -0.322 1.021
C: 1.446 -0.429 -3.208
H: 2.153 2.910 3.997
H: 3.402 0.143 0.303
H: -0.747 3.898 2.461
H: -1.372 2.498 3.266
H: -0.277 3.572 4.172
H: 0.161 -2.086 -3.736
H: 0.184 -1.776 -2.000
H: 1.607 -2.566 -2.789
H: 1.634 -0.802 -5.340
H: 2.674 0.446 -4.811
H: 3.058 -1.257 -4.451
H: -0.379 0.346 -4.081
H: 0.770 1.544 -3.716
H: 3.085 -0.781 -1.794
H: 3.021 0.893 -2.310
H: -1.147 1.776 0.465
H: -3.065 -3.378 2.198
H: -1.540 -3.212 1.379
H: -3.531 -2.402 -0.018
H: -3.901 -1.250 1.292
H: -2.449 -1.806 3.785
H: -0.825 -2.255 3.238
H: -2.674 0.139 -0.189
H: -1.719 -1.254 -0.757
H: -2.338 0.288 2.569
H: -0.693 0.048 3.126
H: -0.125 -1.091 1.000

The following is a DFT calculation (ωB97M-V/def2-TZVPD) of C5H10O in the gas phase in a non-equilibrium geometry.

M: 86.1 g mol⁻¹
energy above the lowest of the compared OMol25 structures with the same formula, charge and spin: 79.3 kJ/mol
DFT total energy: -271.72240 a.u.
HOMO-LUMO gap: 10.662 eV
max |F|: 2.43 eV Å⁻¹
HOMO level: -9.67 eV

Atoms and positions in Å:
C: -2.362 0.346 -0.157
C: -1.088 -0.484 -0.010
C: 0.186 0.359 0.116
C: 1.423 -0.587 0.192
C: 2.730 0.138 -0.022
O: 2.828 1.119 0.667
H: -3.244 -0.295 -0.262
H: -2.518 0.989 0.717
H: -2.314 0.991 -1.042
H: -1.176 -1.138 0.869
H: -0.984 -1.150 -0.878
H: 0.271 1.015 -0.762
H: 0.092 1.034 0.981
H: 1.360 -1.279 -0.633
H: 1.419 -1.098 1.167
H: 3.379 0.040 -0.942

The following is a DFT calculation (ωB97M-V/def2-TZVPD) of 9 unconnected molecules or ions with the total composition C9H33O11 in a non-equilibrium geometry.

M: 317.4 g mol⁻¹
energy above the lowest of the compared OMol25 structures with the same formula, charge and spin: 0.0 kJ/mol
DFT total energy: -1190.17450 a.u.
HOMO-LUMO gap: 9.262 eV
max |F|: 6.73 eV Å⁻¹
HOMO level: -6.44 eV
net charge: -1

Atoms and positions in Å:
C: -25.397 -36.719 6.217
O: -25.966 -36.220 7.163
O: -24.117 -37.123 6.325
O: -25.863 -36.947 5.083
H: -23.808 -37.205 7.306
C: -27.869 -39.566 5.488
O: -28.160 -38.244 5.073
H: -27.895 -40.446 4.651
H: -28.690 -39.735 6.243
H: -27.039 -39.719 6.036
H: -27.269 -37.729 4.945
C: -24.131 -39.627 3.903
O: -24.082 -38.213 3.506
H: -23.655 -40.193 3.158
H: -25.205 -39.927 4.309
H: -23.627 -39.741 4.821
H: -24.688 -37.700 4.211
C: -21.766 -35.505 8.692
O: -22.926 -36.185 8.883
H: -20.847 -36.315 8.433
H: -21.352 -34.946 9.506
H: -21.835 -34.653 7.908
H: -23.301 -35.426 9.307
C: -25.404 -34.923 2.609
O: -25.303 -34.561 3.865
H: -26.425 -35.101 2.170
H: -24.863 -35.812 2.465
H: -25.004 -34.168 1.964
H: -25.169 -35.441 4.233
C: -28.866 -35.183 5.579
O: -28.204 -34.864 6.796
H: -29.425 -36.152 5.718
H: -28.257 -35.325 4.725
H: -29.608 -34.324 5.580
H: -27.464 -35.400 6.901
C: -20.815 -37.339 5.180
O: -21.744 -36.289 5.106
H: -20.619 -37.348 6.411
H: -19.821 -37.427 4.759
H: -21.467 -38.178 5.076
H: -22.539 -36.382 5.530
C: -25.646 -32.882 8.609
O: -25.589 -34.256 9.112
H: -25.018 -32.161 8.947
H: -26.619 -32.292 8.776
H: -25.722 -32.857 7.634
H: -25.750 -34.827 8.308
C: -25.256 -38.714 9.466
O: -26.517 -38.605 8.858
H: -24.947 -39.796 9.313
H: -25.166 -38.290 10.507
H: -24.597 -38.105 9.013
H: -26.547 -37.821 8.324

The following is a DFT calculation (ωB97M-V/def2-TZVPD) of a molecular structure, C13H9MnN2O5Se in a non-equilibrium geometry.

M: 407.1 g mol⁻¹
expectation value of S²: 8.8265
energy above the lowest of the compared OMol25 structures with the same formula, charge and spin: 116.3 kJ/mol
DFT total energy: -4538.43590 a.u.
multiplicity: 6
HOMO-LUMO gap (spin up / spin down): 4.735 / 4.788 eV
max |F|: 6.91 eV Å⁻¹
HOMO level (spin up / spin down): -7.89 / -11.87 eV
net charge: +1

Atoms and positions in Å:
O: -1.797 -2.999 -4.756
C: -1.178 -2.211 -4.197
Mn: 0.057 -0.712 -3.186
O: -1.440 -1.516 -0.695
C: -0.907 -1.250 -1.699
C: 1.378 0.070 -4.272
O: 2.234 0.670 -4.777
C: -1.081 0.698 -3.417
O: -1.769 1.625 -3.571
C: 1.398 -1.884 -2.770
O: 2.276 -2.599 -2.508
H: 0.326 -0.748 -4.724
C: 2.258 -0.543 1.364
N: 1.016 0.211 1.225
C: 0.547 0.809 0.099
Se: 1.455 0.914 -1.532
N: -0.662 1.360 0.429
C: -0.951 1.141 1.779
C: -1.976 1.588 2.598
C: -1.901 1.252 3.959
C: -0.828 0.499 4.465
C: 0.208 0.059 3.629
C: 0.113 0.401 2.279
H: 2.740 -0.573 0.392
H: 2.029 -1.553 1.708
H: 2.903 -0.055 2.096
H: -1.256 1.862 -0.222
H: -2.782 2.173 2.159
H: -2.679 1.578 4.644
H: -0.801 0.255 5.533
H: 1.072 -0.522 3.968

The following is a DFT calculation (ωB97M-V/def2-TZVPD) of C17H16BrClN2O3S in the gas phase in a non-equilibrium geometry.

M: 443.7 g mol⁻¹
energy above the lowest of the compared OMol25 structures with the same formula, charge and spin: 16.4 kJ/mol
DFT total energy: -4425.05450 a.u.
HOMO-LUMO gap: 8.702 eV
max |F|: 1.17 eV Å⁻¹
HOMO level: -8.42 eV

Atoms and positions in Å:
C: 2.186 -3.393 1.163
C: 0.909 -2.752 0.689
O: 0.094 -3.303 -0.014
N: 0.701 -1.465 1.128
C: -0.444 -0.772 0.772
C: -1.153 -0.855 -0.410
C: -2.333 -0.138 -0.523
C: -2.750 0.670 0.517
C: -1.999 0.828 1.680
C: -0.842 0.097 1.795
C: 0.173 0.053 2.898
H: -0.263 -0.370 3.805
H: 0.545 1.049 3.137
C: 1.281 -0.852 2.320
H: 2.158 -0.264 2.035
H: 1.592 -1.617 3.032
H: -2.319 1.506 2.456
Br: -4.339 1.678 0.317
H: -2.894 -0.206 -1.441
S: -0.486 -1.594 -1.908
O: 0.948 -1.625 -1.844
O: -1.234 -2.721 -2.359
N: -0.923 -0.349 -2.980
H: -1.235 -0.779 -3.839
C: 0.093 0.670 -3.201
C: 0.252 1.478 -1.942
C: -0.738 2.374 -1.559
C: -0.639 3.078 -0.373
C: 0.471 2.885 0.433
C: 1.481 2.016 0.057
C: 1.364 1.312 -1.128
H: 2.132 0.611 -1.416
H: 2.350 1.897 0.686
Cl: 0.589 3.730 1.938
H: -1.414 3.766 -0.075
H: -1.601 2.516 -2.191
H: -0.244 1.310 -4.020
H: 1.053 0.211 -3.467
H: 2.371 -4.272 0.553
H: 3.018 -2.701 1.076
H: 2.088 -3.707 2.202

The following is a DFT calculation (ωB97M-V/def2-TZVPD) of a molecular structure, C23H33N7O4SSi2Sr in a non-equilibrium geometry.

M: 647.4 g mol⁻¹
energy above the lowest of the compared OMol25 structures with the same formula, charge and spin: 254.8 kJ/mol
DFT total energy: -2588.46800 a.u.
HOMO-LUMO gap: 4.097 eV
max |F|: 4.09 eV Å⁻¹
HOMO level: -0.02 eV
net charge: -2

Atoms and positions in Å:
Sr: 0.159 -0.888 0.750
N: 1.045 -4.814 2.826
C: 1.430 -3.566 2.323
S: 1.612 -2.345 3.468
N: 1.746 -3.582 1.057
N: 2.046 -2.429 0.461
C: 2.669 -2.503 -0.676
C: 3.104 -1.356 -1.376
C: 3.903 -1.494 -2.540
C: 4.450 -0.390 -3.131
C: 4.212 0.870 -2.557
C: 3.393 0.922 -1.437
N: 2.828 -0.124 -0.872
H: 0.437 -4.726 3.628
H: 0.694 -5.434 2.107
H: 2.950 -3.479 -1.090
H: 4.081 -2.486 -2.937
H: 5.066 -0.476 -4.019
H: 4.649 1.764 -2.980
H: 3.179 1.873 -0.956
C: -4.066 0.154 1.279
Si: -2.481 1.007 0.519
C: -3.310 1.750 -1.097
C: -2.352 2.653 1.582
C: -3.526 3.384 1.760
C: -3.568 4.580 2.452
C: -2.398 5.087 2.985
C: -1.225 4.372 2.824
C: -1.167 3.154 2.145
Si: 0.580 2.257 2.059
C: 1.149 2.350 3.931
C: 1.620 3.765 1.328
H: -4.989 0.723 1.158
H: -3.928 -0.034 2.341
H: -4.220 -0.811 0.803
H: -4.341 2.073 -0.946
H: -3.312 1.010 -1.892
H: -2.751 2.612 -1.452
H: -4.450 3.010 1.336
H: -4.504 5.116 2.574
H: -2.402 6.033 3.520
H: -0.318 4.786 3.244
H: 1.059 3.336 4.390
H: 2.190 2.045 4.013
H: 0.566 1.654 4.529
H: 1.784 4.573 2.041
H: 1.114 4.186 0.461
H: 2.600 3.426 1.000
C: 0.810 -1.688 -4.392
O: 1.276 -0.396 -4.020
C: 0.401 0.364 -3.328
O: -0.735 0.057 -3.068
N: 0.940 1.598 -3.100
N: 0.354 2.465 -2.142
H: 0.214 -1.613 -5.305
H: 0.209 -2.136 -3.598
H: 1.696 -2.294 -4.569
H: 1.953 1.651 -3.121
H: 0.649 2.185 -1.195
H: -0.648 2.266 -2.159
O: -0.406 -3.760 -2.468
C: -0.748 -3.762 -1.296
C: -1.263 -5.045 -0.598
C: -1.767 -4.520 0.726
C: -1.213 -3.081 0.737
O: -1.278 -2.371 1.727
N: -0.737 -2.734 -0.449
H: -0.416 -5.724 -0.484
H: -2.022 -5.531 -1.215
H: -1.420 -5.059 1.608
H: -2.858 -4.461 0.772